{
  "formula": "C3H5NO2S",
  "method": "ωB97M-V/def2-TZVPD",
  "elements": ["H", "N", "C", "H", "S", "O", "H", "C", "H", "O", "H", "C"],
  "positions_angstrom": [[0.581, 0.929, 2.148], [-1.146, -0.747, -1.245], [-0.101, -1.670, 0.622], [2.217, 0.882, 1.204], [0.240, 1.574, -0.216], [-1.240, -0.932, 0.210], [0.069, -2.666, -0.011], [-0.451, 0.421, -1.262], [-0.435, -1.884, 1.669], [1.124, -0.816, 0.604], [-0.501, 0.950, -2.168], [1.082, 0.552, 1.108]],
  "energy_ha": -720.57683,
  "de_lowest_kcal_mol": 106.5,
  "total_charge": 0,
  "smiles": "C1=NOCOCS1",
  "homo_energy_ev": -9.216,
  "homo_lumo_gap_ev": 9.6101
}